--- one ---
# C6H12O4

A 2-piece molecular cluster, C6H12O4 overall (ωB97M-V with the def2-TZVPD basis set, OMol25).

```
22
Properties=species:S:1:pos:R:3:lowdin_charge:R:1
C -2.13329 1.14365 0.22731 -0.167
C 1.03374 0.91720 0.04974 -0.474
O 0.90958 1.75866 -0.98528 0.094
O -1.49150 2.34145 0.38573 -0.077
O 0.84061 1.22140 1.21360 0.059
H 0.27396 2.46002 -0.73732 0.121
H -0.80526 2.22803 1.07866 0.081
H -2.59702 0.84581 1.17416 0.103
H -2.88871 1.26274 -0.54966 0.124
C 2.42030 -0.03892 -0.21647 -0.115
C -2.03645 -1.49044 0.34338 -0.030
C 2.36137 -1.54277 -0.27541 -0.114
C -1.27220 -0.30817 -0.22695 -0.349
O -0.80684 -0.40021 -1.34134 0.070
H 3.10842 0.28514 0.56614 0.105
H 2.78420 0.39433 -1.14530 0.098
H -3.00291 -1.52539 -0.16361 0.096
H -1.54292 -2.42818 0.09924 0.084
H -2.25569 -1.35729 1.40025 0.075
H 3.35370 -1.93089 -0.51593 0.074
H 2.05053 -1.94904 0.68530 0.074
H 1.69638 -1.88710 -1.06625 0.069
```

LUMO energy   0.3 eV
SMILES   CC(=O)CO.CCC(=O)O
HOMO-LUMO gap   0.3448 hartree

--- two ---
# C6H12O4

One molecule with the formula C6H12O4 (ωB97M-V with the def2-TZVPD basis set, OMol25).

```
22
Properties=species:S:1:pos:R:3:lowdin_charge:R:1
O -3.40760 -1.85889 -0.99156 0.126
O -3.44248 0.17398 -2.02909 0.098
O -0.43141 -0.24300 -1.88354 -0.140
O 1.22294 -0.30760 0.84889 -0.173
C -2.81603 -0.88274 -1.32398 -0.435
C -1.36531 -0.68309 -0.85969 -0.083
C 0.81525 0.86538 2.72650 -0.054
C 1.65057 0.82888 1.44493 -0.319
C 0.85342 0.22901 -1.47135 -0.178
C 1.56771 -0.67120 -0.48803 -0.159
H -4.31070 -0.17197 -2.01994 0.076
H -1.41873 0.01734 -0.02824 0.133
H -1.08765 -1.69651 -0.51415 0.137
H 1.15930 0.10560 3.40625 0.075
H 0.85735 1.89526 3.06690 0.075
H -0.21876 0.65357 2.48383 0.069
H 2.68898 0.85297 1.77237 0.118
H 1.48668 1.66201 0.77387 0.105
H 1.34937 0.20119 -2.54063 0.164
H 0.83312 1.29300 -1.15747 0.119
H 2.66447 -0.58615 -0.50676 0.132
H 1.34952 -1.67703 -0.70911 0.112
```

LUMO energy   0.8 eV
SMILES   CCOCCOCC(=O)O
HOMO-LUMO gap   0.3903 hartree

--- three ---
# C6H12O4

A 2-piece molecular cluster, C6H12O4 overall (ωB97M-V with the def2-TZVPD basis set, OMol25).

```
22
Properties=species:S:1:pos:R:3:lowdin_charge:R:1
C -16.99959 -4.28077 -2.03817 -0.077
O -16.38590 -2.56494 -6.57895 0.087
C -16.48249 -3.73681 -6.31925 -0.215
C -15.81612 -4.80985 -7.19423 -0.228
O -15.00280 -4.52253 -8.03126 0.087
H -18.08064 -4.10409 -2.07617 0.092
H -16.62200 -3.94929 -1.05552 0.089
H -16.71212 -5.33829 -2.15040 0.083
H -17.05227 -4.10420 -5.44155 0.112
H -16.16695 -5.84951 -7.02961 0.117
O -16.42031 -3.46924 -3.07702 -0.206
C -15.02318 -3.39600 -3.13320 -0.212
C -14.28541 -4.68933 -3.40901 -0.219
O -14.60441 -5.20859 -4.67794 -0.209
C -13.83909 -6.34746 -4.99171 -0.101
H -14.63799 -3.00204 -2.17316 0.131
H -14.79189 -2.67758 -3.93361 0.136
H -14.50447 -5.44973 -2.63714 0.122
H -13.20328 -4.47641 -3.32721 0.135
H -14.16965 -6.74136 -5.95988 0.083
H -12.76652 -6.09740 -5.05931 0.099
H -13.97189 -7.13564 -4.23136 0.094
```

LUMO energy   -0.2 eV
SMILES   COCCOC.O=CC=O
HOMO-LUMO gap   0.3421 hartree

--- four ---
# C6H12O4

C6H12O4 as an isolated structure (ωB97M-V with the def2-TZVPD basis set, OMol25).

```
22
Properties=species:S:1:pos:R:3:lowdin_charge:R:1
C 0.85601 -0.04525 1.05903 -0.475
C -0.86224 -0.67760 -1.94229 -0.204
C 1.11241 -0.66645 -0.29431 -0.049
C -1.00646 0.31590 0.84405 -0.126
C 1.55098 1.25622 1.30862 -0.009
C 0.15574 0.14962 -1.16248 -0.411
O 0.88161 -0.87571 2.13311 0.036
O -1.81170 0.14773 -2.56383 -0.046
O -1.59192 -0.95239 1.10928 -0.085
O 0.42719 1.28770 -1.56382 0.053
H 0.21202 -1.57038 2.00677 0.109
H -1.34623 0.98451 -2.74254 0.090
H -2.47835 -0.98581 0.74620 0.096
H -0.28313 -1.25420 -2.68294 0.143
H -1.37384 -1.40521 -1.31549 0.116
H 2.14632 -0.51525 -0.60949 0.134
H 0.84408 -1.72399 -0.29128 0.131
H -1.58958 0.91236 0.14075 0.119
H -1.05120 0.92176 1.75172 0.102
H 2.62624 1.07230 1.38871 0.098
H 1.19717 1.71323 2.23304 0.092
H 1.38487 1.91092 0.44722 0.087
```

LUMO energy   0.6 eV
HOMO-LUMO gap   0.3604 hartree

Of them, two has the highest stability.

--- one ---
# C11H16NOS

A 2-piece molecular cluster, C11H16NOS overall (ωB97M-V with the def2-TZVPD basis set, OMol25).

```
30
Properties=species:S:1:pos:R:3:lowdin_charge:R:1
C 3.42089 -1.29603 0.84057 -0.072
C 3.06953 0.01236 0.93482 -0.034
C 2.55095 -2.29429 0.51320 -0.033
C 1.70078 0.36236 0.82459 -0.061
C 1.21738 -1.93641 0.28520 -0.078
C 0.86484 -0.64421 0.42726 -0.396
C -0.41652 0.49969 -3.28675 -0.220
C 0.13441 -0.53374 -3.08986 0.075
C -1.00397 1.67830 -3.92519 -0.084
C -1.66325 -0.24964 2.57951 -0.073
C -1.97624 1.92129 1.51161 -0.085
N -1.51426 0.53666 1.38541 -0.464
O -1.61136 -1.30911 -0.21764 -0.285
S -0.78144 0.03131 -0.03336 1.170
H 4.48400 -1.43646 0.79731 0.121
H 3.74637 0.82827 1.26686 0.136
H 2.76036 -3.31114 0.48891 0.101
H 1.26905 1.32915 0.88831 0.102
H 0.40675 -2.76491 -0.01042 0.172
H -2.51616 -1.51257 -0.54233 0.142
H 0.67996 -1.41816 -2.80636 0.045
H -1.85106 1.37275 -4.49706 0.079
H -0.18503 2.23349 -4.47838 0.119
H -1.26993 2.37384 -3.19965 0.041
H -2.74132 -0.53256 2.59831 0.112
H -0.86348 -1.14116 2.53317 0.149
H -1.55416 0.36117 3.40889 0.061
H -2.06430 2.42160 0.57610 0.077
H -2.91786 1.92454 1.98578 0.077
H -1.37491 2.49360 2.24118 0.106
```

Charge   +1
LUMO energy   -3.3 eV
HOMO-LUMO gap   0.3611 hartree

--- two ---
# C11H16NOS

A 2-piece molecular cluster, C11H16NOS overall (ωB97M-V with the def2-TZVPD basis set, OMol25).

```
30
Properties=species:S:1:pos:R:3:lowdin_charge:R:1
C -3.03107 -1.28317 1.51229 -0.164
C -1.85191 -0.54458 1.31853 -0.136
C -3.65562 -1.59588 0.34419 -0.386
C -1.58563 -0.29170 -0.00814 -0.571
C 0.85489 -2.48334 -1.28932 0.167
C 1.63229 -2.00023 -0.31229 -0.295
C 1.36334 -0.72152 0.26112 -0.112
C 2.80539 -2.74216 0.26362 -0.025
C 0.89078 2.39204 -0.84576 0.002
C -1.10890 2.53502 0.51878 0.018
C -0.47987 0.40875 -0.59808 -0.148
N -0.02520 1.65331 0.03976 -0.218
O 1.73776 -0.01730 1.13773 0.139
S -2.82042 -0.99623 -1.02509 1.061
H -3.39940 -1.57905 2.47798 0.112
H -1.21192 -0.24072 2.12956 0.120
H -4.56348 -2.14781 0.20100 0.072
H 1.04000 -3.45563 -1.71564 0.097
H 0.01061 -1.93924 -1.67420 0.055
H 3.06451 -3.58209 -0.37465 0.091
H 2.55520 -3.12076 1.25415 0.100
H 3.66892 -2.08862 0.36382 0.094
H 0.35291 2.74200 -1.72412 0.115
H 1.31020 3.24912 -0.32160 0.115
H 1.70527 1.74366 -1.16376 0.107
H -0.68433 3.41270 1.00334 0.113
H -1.72497 2.85178 -0.32079 0.120
H -1.73482 2.00375 1.23021 0.095
H -0.42597 0.44094 -1.67475 0.118
H 0.54654 1.36314 0.87146 0.144
```

Charge   +1
LUMO energy (spin up / spin down)   -3.9 / -3.9 eV
HOMO-LUMO gap (spin up / spin down)   0.2714 / 0.2714 hartree

Of them, two has the highest stability.

--- one ---
# C8H7N3O

One molecule with the formula C8H7N3O (ωB97M-V with the def2-TZVPD basis set, OMol25).

```
19
Properties=species:S:1:pos:R:3:lowdin_charge:R:1
C -2.60768 1.09983 0.12012 -0.013
C -0.37833 -0.24657 0.17972 -0.188
C 0.34922 0.91893 0.00741 -0.049
C 1.72600 0.97818 -0.16222 -0.039
C 2.49350 -0.16383 -0.22545 -0.249
C 1.71565 -1.30441 -0.00716 -0.023
C 0.32965 -1.44319 0.16509 -0.004
C 3.89925 -0.21783 -0.12166 -0.185
H -3.39403 0.85231 -0.55593 0.066
H -3.06961 1.33794 1.05359 0.085
H -1.92069 1.95544 -0.20191 0.094
H -0.20034 1.87926 -0.17897 0.104
H 1.95098 2.11174 -0.21531 0.151
H 2.31878 -2.29497 0.12367 0.155
H -0.19137 -2.32683 0.48448 0.107
N -1.79554 -0.11803 -0.03689 -0.109
N -2.50166 -1.25752 -0.20973 -0.055
N 4.96425 -0.61090 -0.00208 0.172
O -3.68802 -1.14956 -0.21677 -0.022
```

LUMO energy   -0.3 eV
SMILES   CN(N=O)c1ccc(C#N)cc1
HOMO-LUMO gap   0.3325 hartree

--- two ---
# C8H7N3O

C8H7N3O as an isolated structure (ωB97M-V with the def2-TZVPD basis set, OMol25).

```
19
Properties=species:S:1:pos:R:3:lowdin_charge:R:1
C -4.00929 0.33390 -0.56608 0.000
C -2.66078 -0.06358 -0.02587 -0.456
C -0.64107 -0.31932 0.06659 -0.141
C 0.94547 -0.19506 0.01552 -0.292
C 1.54003 0.86693 0.50174 -0.081
C 2.86670 0.93310 0.55090 -0.044
C 3.59673 -0.16174 -0.07276 -0.027
C 2.80506 -1.20839 -0.54447 -0.118
H -4.60678 -0.30034 -0.84431 -0.058
H -3.93777 1.16227 -1.40848 0.124
H -4.55408 0.75355 0.50167 0.156
H 0.93478 1.67131 1.01932 0.153
H 3.54387 1.92509 0.71443 0.165
H 4.59761 -0.26777 -0.06080 0.056
H 3.45836 -2.12817 -0.83902 0.143
N -2.56728 -1.09702 0.86009 0.117
N -1.57573 0.40279 -0.47792 0.179
N 1.50278 -1.18188 -0.42352 0.127
O -1.23860 -1.12567 1.03296 -0.002
```

LUMO energy   0.6 eV
HOMO-LUMO gap   0.3758 hartree

--- three ---
# C8H7N3O

A 2-piece molecular cluster, C8H7N3O overall (ωB97M-V with the def2-TZVPD basis set, OMol25).

```
19
Properties=species:S:1:pos:R:3:lowdin_charge:R:1
C 3.57419 0.23575 -0.23248 -0.082
C 2.58434 1.30866 -0.36371 -0.111
C -3.36587 -0.95453 -0.19238 -0.037
C -2.04977 -1.55594 -0.22818 -0.121
C 2.88208 -0.82967 0.20316 -0.164
C -3.09530 0.36495 0.06671 -0.067
C 1.44261 0.75814 -0.08707 -0.064
C -0.98443 1.69706 0.11138 -0.167
N -1.09134 -0.67496 -0.10150 0.064
N 1.52239 -0.55078 0.36895 0.021
N -1.73835 0.51312 0.14090 -0.109
O -1.35169 2.77010 0.34769 0.142
H 4.53890 0.36122 -0.60474 0.075
H 2.65960 2.25122 -0.72717 0.062
H -4.35782 -1.47560 -0.11910 0.116
H -1.80014 -2.55410 -0.23726 0.083
H 3.38050 -1.61190 0.72303 0.098
H -3.64584 1.27901 0.46931 0.156
H 0.89596 -1.33174 0.46245 0.106
```

LUMO energy (spin up / spin down)   -0.2 / -0.3 eV
HOMO-LUMO gap (spin up / spin down)   0.2997 / 0.3003 hartree

Of them, one has the highest stability.

--- one ---
# C5H9FO2

C5H9FO2 as an isolated structure (ωB97M-V with the def2-TZVPD basis set, OMol25).

```
17
Properties=species:S:1:pos:R:3:lowdin_charge:R:1
C -1.34722 1.33877 1.05729 -0.035
C -1.12658 0.35678 -0.02640 -0.602
C -0.14594 -1.49643 -0.35799 -0.228
C 0.68596 -0.43681 -0.90528 -0.356
C 1.85550 -0.13572 0.08217 -0.056
H -0.81186 2.48046 0.51175 0.192
H -2.57401 1.48522 1.14465 0.129
H -0.64717 0.85541 1.92766 0.125
H -2.14420 0.42746 -0.67177 0.184
H -0.74992 -1.76451 -1.32773 0.158
H 0.19994 -2.52818 -0.00292 0.171
H 1.09067 -0.60875 -1.94670 0.181
H 2.77614 -0.91694 0.41883 0.171
H 1.39605 0.26607 1.10455 0.143
O -0.95139 -0.89433 0.52187 -0.032
O -0.06542 0.69485 -0.78594 -0.019
F 2.55945 0.87666 -0.74404 -0.125
```

LUMO energy   0.9 eV
HOMO-LUMO gap   0.3990 hartree

--- two ---
# C5H9FO2

One molecule with the formula C5H9FO2 (ωB97M-V with the def2-TZVPD basis set, OMol25).

```
17
Properties=species:S:1:pos:R:3:lowdin_charge:R:1
C 0.90704 -1.60805 -1.02564 -0.078
C -0.18630 0.03067 0.31449 -0.295
C 1.11718 0.11174 1.08068 -0.202
C -1.14137 0.93324 0.39123 -0.031
C -2.32632 0.94094 -0.43405 -0.200
H 1.07200 -2.34127 -0.23095 0.095
H 1.80669 -1.02367 -1.14475 0.082
H 0.62557 -2.13852 -1.94879 0.106
H 1.05437 0.73588 1.99056 0.133
H 1.40288 -0.84344 1.42437 0.098
H 2.93116 0.67487 0.84275 0.091
H -1.03620 1.64211 1.21420 0.128
H -2.03655 1.01023 -1.48920 0.124
H -2.97830 0.04213 -0.46444 0.135
O -0.20868 -0.84159 -0.70156 -0.071
O 2.15304 0.64541 0.28935 -0.048
F -3.15620 2.02932 -0.10825 -0.069
```

LUMO energy   0.7 eV
SMILES   CO/C(=C\CF)CO
HOMO-LUMO gap   0.3423 hartree

Of them, two has the highest stability.

--- one ---
# C3H10NO2P

A 2-piece molecular cluster, C3H10NO2P overall (ωB97M-V with the def2-TZVPD basis set, OMol25).

```
17
Properties=species:S:1:pos:R:3:lowdin_charge:R:1
C 1.19424 0.01646 1.08395 0.030
C -0.47140 1.01211 -1.10630 -0.121
C -0.55879 -0.08625 -0.08818 -0.594
N -1.69260 -0.00629 0.63164 0.033
O -1.68838 -1.78860 -1.84806 -0.286
O -0.17941 -2.76797 -0.16336 -0.172
P -0.49611 -1.55229 -1.10240 0.476
H 1.14827 -0.56509 1.92425 -0.022
H 1.19873 0.99101 1.44450 0.000
H 2.03312 -0.36423 0.50865 0.026
H 0.48687 0.80868 -1.76850 0.113
H -0.21258 1.99235 -0.57800 0.106
H -1.33126 1.03253 -1.66527 0.044
H -1.67779 -0.48842 1.56008 0.122
H -2.16474 0.89724 0.77899 0.110
H 0.58683 -2.88303 0.41247 0.083
H 0.63389 -1.60917 -1.89724 0.050
```

LUMO energy   0.6 eV
HOMO-LUMO gap   0.3415 hartree

--- two ---
# C3H10NO2P

A 2-piece molecular cluster, C3H10NO2P overall (ωB97M-V with the def2-TZVPD basis set, OMol25).

```
17
Properties=species:S:1:pos:R:3:lowdin_charge:R:1
C -2.56447 0.96891 -0.72529 -0.072
C 2.60310 -0.62987 -0.91256 -0.299
C 1.20825 0.78299 1.03377 -0.289
N -2.61946 -0.23993 -0.39971 -0.120
O 0.71313 -1.78466 0.51703 -0.338
O -3.53554 -0.65064 0.50370 -0.061
P 0.84811 -0.39463 -0.36357 0.760
H -1.81430 1.25222 -1.43778 0.049
H -3.22721 1.74128 -0.32011 0.078
H -0.16636 -2.15539 0.44395 0.029
H 2.63361 -1.41332 -1.66610 0.025
H 2.96277 0.29617 -1.35704 0.029
H 3.23381 -0.91282 -0.07192 0.035
H 1.82934 0.28854 1.77840 0.034
H 1.70996 1.66802 0.64837 0.028
H 0.27154 1.09282 1.49713 0.018
H -4.08627 0.09030 0.83172 0.095
```

LUMO energy   0.9 eV
SMILES   CP(C)O.C=NO
HOMO-LUMO gap   0.3439 hartree

Of them, one has the highest stability.

--- one ---
# CH2OPS

An isolated ion of composition CH2OPS and charge -1 (ωB97M-V with the def2-TZVPD basis set, OMol25).

```
6
Properties=species:S:1:pos:R:3:lowdin_charge:R:1
C -0.56751 -0.50455 0.42741 -1.386
O -0.83618 -1.69314 0.48334 -0.226
P 1.18201 -0.09978 -0.19079 0.692
S -1.63069 0.76535 0.69425 0.291
H 1.16860 1.23681 -0.05923 -0.190
H 0.68377 0.29531 -1.35498 -0.181
```

Charge   -1
LUMO energy   4.0 eV
SMILES   [O-]C(P)=S
HOMO-LUMO gap   0.2631 hartree

--- two ---
# CH2OPS

An isolated ion of composition CH2OPS and charge -1 (ωB97M-V with the def2-TZVPD basis set, OMol25).

```
6
Properties=species:S:1:pos:R:3:lowdin_charge:R:1
C 1.84322 0.76939 -0.03042 -1.295
O 2.31286 1.77106 0.37236 -0.139
P 0.10203 0.40508 -0.55097 0.615
S 2.81812 -0.79904 -0.45686 0.057
H 0.65794 0.70742 -1.85798 -0.112
H -0.65604 1.71791 -0.31804 -0.127
```

Charge   -1
LUMO energy   4.1 eV
SMILES   [O-]C(P)=S
HOMO-LUMO gap   0.2680 hartree

Of them, one has the highest stability.